An isolated molecule of C5H8OSi at a distorted geometry. Source: OMol25; level of theory: ωB97M-V with the def2-TZVPD basis set.

```
15
Properties=species:S:1:pos:R:3:forces:R:3:mulliken_charge:R:1
C 0.717 -0.466 -1.616 -2.8 1.2 2.5 -0.475
C -0.151 -1.201 -0.904 1.0 -1.8 0.8 -0.187
C 0.952 0.905 -1.167 1.9 1.0 1.5 0.365
C -0.426 -1.132 0.609 1.1 0.0 -0.5 -0.726
C -1.023 0.164 1.054 -1.7 0.7 0.9 -0.589
O 1.727 1.641 -1.758 -0.7 0.0 0.0 -0.538
Si 0.258 1.477 0.716 -0.3 0.5 -1.8 0.292
H 0.870 -0.781 -2.577 0.9 -0.4 -2.5 0.429
H -0.363 -2.145 -1.394 -0.5 -0.2 0.2 0.316
H -0.912 -1.994 1.067 -0.3 -0.1 -0.6 0.375
H 0.557 -1.111 1.052 0.7 -0.6 0.2 0.316
H -1.938 0.273 0.406 0.5 0.5 1.2 0.318
H -1.232 0.137 2.190 -0.2 0.0 -1.8 0.303
H 1.320 1.340 1.785 -0.3 0.2 -0.6 -0.077
H -0.354 2.894 0.536 0.7 -1.0 0.3 -0.121
```
Positions in Å, forces in eV/Å.

## Properties
lowest unoccupied orbital energy = 0.12 eV
highest occupied orbital energy = -8.8 eV
SMILES = O=C1C=CCC[SiH2]1

A cluster of 5 separate species, C5H20O5 in total at a distorted geometry. Source: OMol25; level of theory: ωB97M-V with the def2-TZVPD basis set.

```
30
Properties=species:S:1:pos:R:3:forces:R:3:mulliken_charge:R:1
C 1.775 -1.680 0.796 -0.6 -0.3 1.3 -0.446
O 0.498 -1.760 1.433 0.0 0.3 0.0 -0.534
H 2.439 -1.488 1.639 0.5 -0.3 -0.3 0.250
H 1.930 -2.670 0.367 0.7 0.2 -0.4 0.244
H 1.888 -0.840 0.111 -0.2 -0.2 -0.3 0.138
H -0.167 -1.445 0.816 -0.2 0.0 -0.1 0.438
C -2.462 -0.175 -0.296 -0.7 -0.7 -1.1 -0.635
O -1.179 -0.747 -0.499 0.5 0.1 0.1 -0.487
H -3.021 -0.744 0.447 0.2 0.5 0.5 0.237
H -2.375 0.899 -0.136 -0.1 -0.2 0.4 0.241
H -3.017 -0.351 -1.217 -0.3 0.4 -0.1 0.348
H -1.225 -1.366 -1.232 0.2 0.0 0.0 0.258
C 0.333 2.396 -0.821 0.9 -0.2 -0.7 -0.428
O 0.474 1.528 0.270 -0.6 0.4 1.1 -0.448
H -0.685 2.610 -1.148 -0.3 -0.3 0.1 0.259
H 0.787 3.371 -0.642 0.2 -0.2 0.3 0.260
H 0.893 1.853 -1.582 -0.2 0.8 -1.0 0.076
H -0.044 0.760 0.017 0.1 -0.5 0.2 0.217
C -2.260 0.586 3.129 -1.3 0.1 0.4 -0.517
O -2.199 1.211 4.413 0.6 -0.3 -0.3 -0.544
H -2.441 -0.483 3.241 0.4 -0.2 -0.1 0.309
H -3.193 0.971 2.718 0.2 0.1 -0.5 0.240
H -1.414 0.788 2.471 0.1 0.1 0.1 0.244
H -1.437 0.813 4.840 0.1 0.2 0.3 0.300
C 2.579 -0.342 -3.356 2.8 -0.5 -0.7 -0.667
O 2.187 -1.589 -2.843 -1.8 -0.2 0.5 -0.478
H 2.151 -0.080 -4.324 -0.7 -0.3 0.4 0.258
H 2.665 0.523 -2.699 -0.8 -0.1 0.5 0.251
H 3.620 -0.575 -3.583 0.5 0.9 -0.6 0.324
H 2.901 -1.973 -2.330 0.0 0.2 0.0 0.293
```
Positions in Å, forces in eV/Å.

## Properties
lowest unoccupied orbital energy = 0.44 eV
highest occupied orbital energy = -9.8 eV
SMILES = CO.CO.CO.CO.CO

The ion C3H6NOS with charge +1 at a distorted geometry. Source: OMol25; level of theory: ωB97M-V with the def2-TZVPD basis set.

```
12
Properties=species:S:1:pos:R:3:forces:R:3:mulliken_charge:R:1
C 0.763 -0.090 -0.539 -0.5 2.7 0.1 -0.691
C -0.755 -0.041 -0.864 2.0 2.7 -0.4 -0.345
C -0.317 -0.362 1.614 1.1 1.7 1.9 -0.406
N 0.976 -0.548 0.802 0.9 -1.8 2.2 0.594
O 1.970 -1.118 1.191 -2.5 1.7 -0.9 -0.269
S -1.544 -0.986 0.442 0.1 0.1 0.3 -0.006
H 1.272 -0.689 -1.173 1.7 -2.3 -1.9 0.425
H 1.291 0.913 -0.657 -0.7 -1.0 0.5 0.337
H -0.903 1.104 -0.816 -0.9 -1.9 -0.2 0.301
H -0.801 -0.384 -1.925 -0.8 0.0 1.1 0.375
H -0.240 -0.846 2.663 -0.1 0.4 -2.1 0.381
H -0.295 0.815 1.826 -0.4 -2.3 -0.7 0.302
```
Positions in Å, forces in eV/Å.

## Properties
lowest unoccupied orbital energy = -7.29 eV
net charge = +1
highest occupied orbital energy = -14.5 eV
SMILES = O=[N+]1CCSC1

A structure of composition C25H13Cl6N3O2OsS. Source: OMol25; level of theory: ωB97M-V with the def2-TZVPD basis set.

```
51
Properties=species:S:1:pos:R:3:forces:R:3:mulliken_charge:R:1
Os -0.658 -0.215 -0.335 0.5 0.2 0.4 1.120
N 3.013 1.533 -0.917 -0.2 -0.4 0.1 0.004
C 4.088 0.601 -1.089 -0.3 0.3 0.0 0.391
C 5.389 1.059 -0.994 0.1 -0.1 0.0 -0.722
C 6.433 0.161 -1.164 0.0 0.1 0.0 -0.671
C 6.160 -1.172 -1.414 -0.1 -0.1 0.0 -0.697
C 4.846 -1.624 -1.493 0.0 0.0 0.0 -0.744
C 3.803 -0.727 -1.340 0.0 -0.2 0.0 0.799
S 2.149 -1.317 -1.549 0.1 0.2 -0.1 -0.095
N 1.244 -0.010 -0.841 -0.3 0.0 -0.1 -0.102
C 1.742 1.234 -0.763 0.1 0.4 -0.1 1.035
C 0.746 2.327 -0.550 0.0 -0.4 -0.1 0.519
C 1.036 3.670 -0.495 -0.2 0.0 -0.1 -0.700
C -0.027 4.577 -0.545 0.0 -0.1 0.0 -0.602
C -1.312 4.098 -0.700 0.1 0.0 0.0 -0.940
C -1.532 2.724 -0.703 0.2 0.0 0.1 -0.038
N -0.528 1.861 -0.564 0.0 0.2 0.0 -0.029
H 3.284 2.502 -0.834 0.0 0.0 0.0 0.078
H 5.589 2.103 -0.789 0.0 0.0 0.0 0.411
H 7.455 0.505 -1.101 0.0 0.0 0.0 0.420
H 6.972 -1.872 -1.544 0.0 0.0 0.0 0.417
H 4.639 -2.669 -1.685 0.0 0.0 0.0 0.440
H 2.049 4.043 -0.440 0.0 0.0 0.0 0.381
H 0.167 5.639 -0.503 0.0 0.0 0.0 0.466
H -2.155 4.765 -0.803 0.0 0.0 0.0 0.461
H -2.515 2.296 -0.816 0.0 0.0 0.1 0.558
Cl -6.436 -4.551 -1.235 0.0 0.0 0.0 -0.154
C -5.231 -3.333 -1.139 0.1 0.0 0.0 0.119
C -5.572 -2.002 -1.405 0.1 -0.1 0.0 -0.663
C -4.623 -1.002 -1.340 0.1 -0.1 0.0 -0.384
C -3.313 -1.314 -0.992 0.0 0.0 -0.1 0.290
O -2.447 -0.274 -0.906 -0.2 0.3 -0.1 -0.761
C -2.956 -2.651 -0.731 -0.1 -0.1 0.0 0.903
C -1.609 -3.044 -0.462 -0.1 0.0 -0.1 0.089
O -0.640 -2.274 -0.349 0.1 -0.1 0.2 -0.549
C -3.930 -3.660 -0.814 -0.2 0.2 -0.1 -1.062
H -6.594 -1.764 -1.666 0.0 0.0 0.0 0.448
H -4.885 0.026 -1.547 0.0 0.0 0.0 0.503
H -1.381 -4.109 -0.379 -0.1 0.0 0.0 0.463
H -3.654 -4.689 -0.626 0.0 0.0 0.0 0.459
Cl -3.055 1.401 1.636 0.1 -0.1 -0.2 -0.144
C -1.756 0.570 2.403 0.0 0.0 0.1 0.912
C -0.776 -0.150 1.681 -0.2 0.1 -0.1 -0.997
C 0.167 -0.865 2.445 0.1 -0.1 0.0 1.046
Cl 1.409 -1.763 1.668 0.1 0.0 0.0 -0.098
C 0.184 -0.830 3.836 -0.1 0.1 0.1 -0.330
Cl 1.388 -1.664 4.716 0.0 0.0 0.0 -0.135
C -0.796 -0.104 4.520 0.0 0.0 -0.1 0.480
Cl -0.796 -0.060 6.218 0.0 0.0 0.0 -0.115
C -1.778 0.583 3.796 0.1 -0.1 0.1 -0.345
Cl -2.996 1.431 4.646 0.0 0.0 0.0 -0.137
```
Positions in Å, forces in eV/Å.

## Properties
lowest unoccupied orbital energy (spin up / spin down) = -8.16 / -8.16 eV
net charge = +2
highest occupied orbital energy (spin up / spin down) = -13.9 / -13.9 eV

An isolated molecule of C4H6BrFO at a distorted geometry. Source: OMol25; level of theory: ωB97M-V with the def2-TZVPD basis set.

```
13
Properties=species:S:1:pos:R:3:forces:R:3:mulliken_charge:R:1
C 0.917 -3.387 -1.268 2.3 7.4 2.9 -0.576
C 1.373 -1.875 -0.765 -1.8 -5.8 -1.0 0.534
C -0.846 0.711 0.493 2.3 0.9 2.7 -0.870
C 0.576 0.274 0.244 3.6 -0.7 1.1 -0.229
O 0.537 -0.834 -0.736 0.8 -0.9 0.0 -0.322
F 2.511 -1.788 -0.050 -0.9 0.5 -0.8 -0.204
Br 2.175 -4.637 -1.776 0.2 -0.2 0.0 -0.112
H -0.034 -3.324 -1.707 -1.0 -0.3 -0.8 0.389
H -0.885 0.795 1.677 -0.9 -0.3 -2.7 0.253
H -1.014 1.653 0.018 -0.3 0.8 0.0 0.267
H -1.382 -0.007 -0.044 -1.7 -1.2 0.1 0.314
H 1.123 -0.105 1.208 -1.2 0.4 -1.7 0.264
H 1.336 1.024 -0.153 -1.4 -0.7 0.2 0.292
```
Positions in Å, forces in eV/Å.

## Properties
lowest unoccupied orbital energy (spin up / spin down) = 0.72 / 0.72 eV
highest occupied orbital energy (spin up / spin down) = -7.7 / -7.7 eV
SMILES = CCO/C(F)=C/Br

A cluster of 8 separate species, C28H75N3O13 in total at a distorted geometry. Source: OMol25; level of theory: ωB97M-V with the def2-TZVPD basis set.

```
119
Properties=species:S:1:pos:R:3:forces:R:3:mulliken_charge:R:1
C -1.922 -1.714 -4.722 -0.7 -0.8 0.8 -1.402
C -1.766 -1.141 -3.314 -1.4 0.1 1.0 0.831
O -2.201 -2.178 -2.400 -0.3 1.1 1.4 -0.552
H -2.997 -1.901 -5.006 1.2 0.3 0.3 0.303
H -1.340 -2.658 -4.816 -0.6 0.4 0.4 0.219
H -1.440 -1.055 -5.385 0.3 1.1 -1.2 0.408
H -2.349 -0.210 -3.031 0.1 -0.9 -1.0 0.490
H -0.741 -0.805 -3.138 0.2 -0.5 0.1 -0.607
H -2.607 -1.744 -1.549 1.2 -0.6 -1.8 0.465
C -4.400 -3.690 0.201 -1.0 -1.2 -1.8 -1.283
C -3.674 -3.846 1.525 -1.0 1.0 -0.5 0.210
O -3.084 -2.606 1.872 0.3 0.4 0.0 -0.386
H -4.900 -2.714 0.034 0.5 -0.4 0.4 0.333
H -5.234 -4.440 0.226 0.6 0.6 -0.2 0.425
H -3.848 -3.949 -0.774 -0.3 0.5 1.6 0.117
H -2.894 -4.575 1.437 0.3 -0.8 0.1 0.162
H -4.429 -4.096 2.299 0.6 -0.2 -0.3 0.195
H -2.824 -2.709 2.799 0.0 0.3 0.1 0.277
C 0.811 4.879 3.843 -1.7 0.9 1.3 -1.316
C -0.109 4.394 2.759 0.5 -2.2 -1.0 0.113
O 0.687 4.378 1.533 -0.4 -0.3 0.4 -0.230
H 0.320 5.012 4.841 0.0 0.1 -0.9 0.361
H 1.144 5.827 3.496 0.7 1.0 0.1 0.327
H 1.639 4.248 4.065 0.7 -0.7 -0.4 0.274
H -1.029 4.958 2.513 0.5 0.0 0.8 0.301
H -0.361 3.322 2.981 -0.3 0.9 -0.2 0.027
H 0.542 3.505 1.139 0.0 0.2 0.0 -0.003
C 0.772 7.985 0.136 -1.1 1.2 1.6 -0.681
O 1.133 7.760 -1.179 0.7 0.5 -0.7 -0.449
C 1.438 6.407 -1.387 0.1 -1.3 1.9 -0.473
C 0.155 5.571 -1.618 1.7 0.0 1.0 -0.639
N 0.608 4.379 -2.290 -1.7 -1.7 -0.3 -0.054
C -0.578 3.447 -2.478 0.2 1.7 0.8 -0.920
C -0.197 2.276 -3.374 -0.9 -0.1 0.3 1.026
O 0.096 2.800 -4.659 -0.6 0.8 1.7 -0.436
C 0.770 2.081 -5.606 -0.7 -2.7 -1.0 -0.692
H -0.153 7.489 0.423 -0.3 -0.5 -0.2 0.267
H 0.519 9.053 0.397 0.7 -0.8 -0.9 0.316
H 1.509 7.646 0.859 0.5 -0.1 0.0 0.285
H 1.988 5.992 -0.493 -0.7 0.4 -0.4 0.141
H 2.198 6.216 -2.146 -0.5 0.7 -0.7 0.448
H -0.515 6.238 -2.141 -0.7 -0.1 -0.5 0.417
H -0.304 5.220 -0.660 0.3 0.6 -0.6 0.260
H 0.961 4.583 -3.212 0.0 0.2 -0.3 0.259
H -1.441 4.095 -2.825 0.6 -1.0 -0.3 0.498
H -0.894 3.152 -1.443 0.4 -0.3 -0.9 0.185
H -1.081 1.557 -3.433 1.2 0.6 0.1 -0.004
H 0.698 1.836 -2.896 -0.4 -0.2 -0.4 -0.519
H 0.190 1.150 -6.004 0.5 1.4 0.6 0.127
H 1.759 1.665 -5.378 0.1 0.5 0.6 0.318
H 0.824 2.804 -6.374 0.5 0.3 -1.4 0.348
C -4.167 -3.101 5.257 -1.2 0.1 1.0 -0.894
O -3.080 -3.382 4.424 0.9 -1.1 1.6 -0.255
C -2.128 -4.232 5.137 -0.1 0.5 0.1 -0.833
C -1.020 -4.585 4.159 0.9 -0.5 1.5 -0.408
N 0.080 -3.659 4.289 2.1 0.2 -1.3 -0.389
C -0.028 -2.373 3.548 -0.7 -0.9 2.1 -0.169
C 1.129 -1.506 3.992 -0.3 -0.6 0.2 -0.839
O 1.008 -0.291 3.320 -0.3 -0.2 -1.0 -0.046
C 1.804 0.696 3.865 -0.2 1.0 0.9 -0.664
H -3.865 -2.524 6.184 -0.2 -0.3 -1.1 0.282
H -4.730 -4.014 5.649 0.9 0.8 -0.7 0.289
H -4.862 -2.533 4.628 0.0 0.1 0.4 0.282
H -2.642 -5.174 5.428 0.0 0.7 0.1 0.502
H -1.701 -3.683 6.080 -0.8 -1.0 -1.7 0.370
H -1.408 -4.711 3.151 -0.2 -0.1 -0.2 0.000
H -0.562 -5.533 4.516 -0.7 0.2 -0.4 0.491
H 0.953 -4.131 3.944 -1.1 0.6 0.5 0.299
H -1.003 -1.975 3.906 0.7 0.4 -0.5 0.088
H -0.042 -2.495 2.494 -0.1 -0.1 -1.2 0.351
H 2.115 -2.003 3.751 -0.7 0.4 0.3 0.344
H 1.006 -1.386 5.085 0.4 0.1 -0.3 0.317
H 2.029 1.472 3.138 -0.1 0.0 -0.3 -0.120
H 2.727 0.268 4.240 0.4 0.1 0.2 0.485
H 1.241 1.178 4.693 0.5 -0.1 -0.1 0.265
C 2.961 -2.684 -4.766 -1.8 1.6 -1.0 -0.657
O 2.989 -1.501 -3.973 -0.2 -0.3 -0.1 -0.453
C 1.695 -1.139 -3.519 0.3 0.2 0.8 -0.041
C 1.918 -0.389 -2.223 -0.1 0.9 -0.5 0.338
N 2.511 -1.242 -1.255 1.2 -0.7 0.8 -0.019
C 2.631 -0.626 0.042 1.3 0.9 0.7 -0.320
C 3.449 0.664 0.211 0.4 0.3 -0.4 -0.872
O 2.636 1.733 -0.214 0.1 1.2 -0.1 0.197
C 3.280 2.981 -0.030 0.4 1.5 1.1 -0.710
H 3.885 -3.168 -4.651 1.2 -0.7 -0.1 0.321
H 2.716 -2.430 -5.847 0.5 -0.4 1.1 0.250
H 2.139 -3.282 -4.394 0.0 -0.7 0.0 0.231
H 1.069 -2.027 -3.341 0.3 0.1 0.0 -0.215
H 1.178 -0.494 -4.209 -0.2 0.3 -0.7 0.177
H 1.026 -0.007 -1.768 -1.2 -0.1 0.0 -0.077
H 2.442 0.572 -2.371 0.5 -0.4 -0.4 0.186
H 3.427 -1.563 -1.581 -0.3 0.2 0.1 0.418
H 3.137 -1.214 0.767 0.3 -1.6 0.3 0.519
H 1.685 -0.447 0.511 -0.9 0.1 0.0 -0.581
H 4.381 0.674 -0.429 -0.6 -0.3 0.7 0.354
H 3.739 0.828 1.300 -0.2 -0.3 -1.1 0.543
H 2.801 3.827 -0.543 -0.6 -0.7 0.2 -0.184
H 4.304 3.064 -0.393 0.3 -0.9 -0.4 0.393
H 3.384 3.267 1.058 -0.5 -0.5 -0.8 0.269
C -0.149 -4.761 -1.357 0.1 -0.4 -0.9 0.114
C 1.295 -5.064 -0.971 -0.5 1.0 0.0 -0.511
O 1.961 -3.946 -0.352 -0.1 -1.5 0.5 -0.567
O -0.150 -4.093 -2.624 -0.2 0.9 0.3 -0.474
H -0.797 -4.199 -0.692 0.4 0.2 0.7 -0.211
H -0.618 -5.738 -1.469 -0.3 -0.2 -0.2 0.321
H 1.734 -5.331 -1.935 0.4 0.0 0.0 0.275
H 1.327 -5.992 -0.366 0.3 0.9 0.3 0.400
H 2.008 -3.151 -0.905 -0.3 0.0 -0.4 0.452
H -0.669 -3.256 -2.510 0.1 -1.0 -0.1 0.184
C -1.083 0.420 0.873 2.9 0.5 -0.1 -0.161
C -2.268 0.545 0.051 -1.5 -0.5 -2.1 -0.091
O -2.890 -0.711 -0.200 -0.3 -1.1 0.8 -0.587
O -0.235 1.600 0.749 0.8 -0.7 -0.6 -0.074
H -0.495 -0.446 0.504 -0.4 0.2 0.4 0.034
H -1.268 0.325 1.916 -0.4 -0.4 0.9 0.376
H -2.058 0.952 -0.935 0.7 -0.1 -0.2 -0.079
H -3.024 1.217 0.356 -0.8 0.9 1.2 0.292
H -2.940 -1.299 0.607 0.1 0.8 -0.6 0.381
H 0.632 1.314 0.352 -1.0 0.6 0.5 0.029
```
Positions in Å, forces in eV/Å.

## Properties
lowest unoccupied orbital energy = 0.58 eV
highest occupied orbital energy = -8.8 eV
SMILES = COCCNCCOC.COCCNCCOC.COCCNCCOC.OCCO.OCCO.CCO.CCO.CCO

Calculated relative energy (zero: lowest compared OMol25 entry of this formula, charge and spin), 123.1; 241.1; 314.4; 24.6; 328.2; 84.2 kJ/mol (same order as the records).
Calculated E_tot, -559.9745; -578.5749; -645.6915; -4524.7044; -2904.9937; -2253.9448 Ha (same order as the records).